[1]
{"formula": "C2H3N", "method": "the ωB97M-V functional and the def2-TZVPD basis", "e_tot_ev": -3611.858, "smiles": "CC#N", "multiplicity": 1, "elements": ["C", "C", "N", "H", "H", "H"], "positions_angstrom": [[-0.53338, -0.01449, 0.05035], [0.92335, 0.01534, -0.06578], [2.06987, -0.00062, -0.01669], [-0.73019, -0.24266, -1.01391], [-0.76740, 1.10604, 0.35473], [-0.96225, -0.86361, 0.69130]], "forces_ev_per_a": [[0.122, 1.112, -0.351], [0.395, -0.701, 1.550], [0.095, 0.139, -0.383], [-1.137, 0.446, 0.499], [-0.332, -2.611, -0.612], [0.858, 1.615, -0.703]]}

---

[2]
{"formula": "C2H3N2O2", "method": "the ωB97M-V functional and the def2-TZVPD basis", "e_tot_ev": -9196.334, "multiplicity": 1, "charge": -1, "elements": ["C", "C", "N", "N", "O", "O", "H", "H", "H"], "positions_angstrom": [[-2.88312, -0.38649, 0.80490], [0.32302, 0.14156, 0.37383], [-0.80515, 0.32985, -0.37523], [-2.10320, 0.10939, -0.35937], [-4.04886, -0.02125, 0.83510], [-2.21549, -1.05472, 1.58893], [1.07884, 1.01873, 0.49048], [0.10023, -0.33094, 1.34267], [-0.64385, 0.78529, -1.28066]], "forces_ev_per_a": [[1.770, 0.393, 0.033], [-0.491, 0.937, 1.710], [-0.814, 0.519, -0.170], [0.670, 0.599, -1.231], [-0.858, 0.342, -0.489], [0.696, -1.200, 1.268], [-1.364, -1.578, -1.115], [0.083, 0.118, -0.553], [0.308, -0.131, 0.547]]}

---

[3]
{"formula": "C2H3N2O2", "method": "the ωB97M-V functional and the def2-TZVPD basis", "e_tot_ev": -9196.558, "smiles": "O=C([O-])N1CN1", "multiplicity": 1, "charge": -1, "elements": ["O", "C", "O", "N", "C", "N", "H", "H", "H"], "positions_angstrom": [[2.40665, -0.92207, -0.04189], [1.60745, 0.08608, 0.05125], [1.81304, 1.29520, -0.08628], [0.16830, -0.03538, 0.44045], [-0.90588, 0.23741, -0.39165], [-0.88489, -1.02447, 0.27647], [-0.92818, 0.26699, -1.41424], [-1.76786, 0.88555, 0.01015], [-1.50864, -0.78931, 1.15573]], "forces_ev_per_a": [[-2.603, 2.110, 0.502], [1.762, -1.905, -0.743], [0.445, 0.047, -0.232], [0.175, 0.621, 0.767], [-2.404, 1.933, 2.554], [-1.069, -1.145, 2.115], [0.737, -0.218, -2.636], [1.422, -0.182, -0.513], [1.534, -1.260, -1.815]]}

---

[4]
{"formula": "C2H3N2O2", "method": "the ωB97M-V functional and the def2-TZVPD basis", "e_tot_ev": -9192.434, "multiplicity": 1, "charge": -1, "elements": ["C", "C", "N", "N", "O", "O", "H", "H", "H"], "positions_angstrom": [[1.68496, -0.04764, -0.37702], [0.69656, -0.09537, 0.46837], [-1.07964, -0.97016, 0.03125], [-1.82147, 0.05300, 0.03901], [-3.00171, -0.22392, -0.27045], [-1.47052, 1.21479, 0.26089], [2.74522, 0.39159, -0.14517], [1.57935, -0.50354, -1.45281], [0.66727, 0.18125, 1.44594]], "forces_ev_per_a": [[2.071, -0.448, -2.435], [-3.573, -2.755, -2.658], [5.515, 0.794, 1.030], [-0.818, -0.401, -0.747], [-1.468, 0.266, -0.043], [0.323, 1.326, 0.466], [-2.097, -0.739, -0.257], [0.162, 1.004, 2.131], [-0.114, 0.953, 2.512]]}